# C42H56N6S2Ta

A structure of composition C42H56N6S2Ta in a non-equilibrium geometry (the ωB97M-V functional and the def2-TZVPD basis, the Open Molecules 2025 dataset).

Each line ends with the Mulliken charge.
CARTESIAN COORDINATES (ANGSTROEM)
Ta  0.130  0.195  0.941  -1.3242
C  1.372  6.381  0.835  -1.1817
C  1.442  5.519  -0.433  -1.2296
C  1.644  4.063  -0.126  0.5797
C  2.832  3.353  -0.116  0.8535
C  4.196  3.841  -0.514  -1.0297
C  4.596  3.530  -1.966  -1.0020
C  2.540  2.023  0.324  -0.3891
N  1.181  1.928  0.572  0.5710
C  0.607  3.158  0.278  0.0502
C  -0.764  3.433  0.329  -0.5500
C  -1.824  2.611  0.654  -0.0533
C  -3.219  2.964  0.825  0.7091
C  -3.771  4.348  0.609  -1.2576
C  -4.105  4.573  -0.872  -1.0368
C  -3.893  1.823  1.159  0.6902
C  -2.923  0.741  1.189  0.0894
C  -3.156  -0.602  1.504  -1.1516
C  -2.248  -1.647  1.605  0.2096
N  -0.872  -1.536  1.460  0.4763
C  -0.342  -2.820  1.550  0.2532
C  0.992  -3.114  1.347  -0.7120
C  2.051  -2.268  1.049  -0.1643
N  1.905  -0.920  0.850  0.3360
C  3.184  -0.394  0.636  -0.1503
C  3.424  0.938  0.393  -0.8763
C  4.140  -1.462  0.673  0.9698
C  3.458  -2.608  0.961  0.8183
C  4.020  -3.971  1.175  -1.2420
C  4.229  -4.305  2.669  -1.1337
C  5.619  -1.274  0.425  -1.2466
C  6.000  -1.243  -1.069  -1.1122
C  -1.406  -3.756  1.796  0.6399
C  -2.567  -3.028  1.824  0.7133
C  -3.961  -3.543  2.085  -1.1628
C  -4.385  -3.320  3.547  -1.1421
C  -1.194  -5.221  2.012  -1.2119
C  -0.734  -5.566  3.441  -1.0134
N  -1.687  1.253  0.887  0.6766
C  -5.377  1.672  1.333  -1.1165
C  -6.052  0.986  0.115  -0.9953
H  1.101  7.404  0.567  0.3893
H  2.324  6.370  1.364  0.3324
H  0.608  5.997  1.502  0.3159
H  2.253  5.833  -1.089  0.5004
H  0.531  5.645  -1.045  0.4458
H  4.939  3.421  0.168  0.4837
H  4.242  4.920  -0.347  0.4812
H  4.590  2.452  -2.146  0.1383
H  5.592  3.899  -2.189  0.4365
H  3.910  3.998  -2.671  0.3050
H  -1.045  4.453  0.079  0.3319
H  -3.056  5.106  0.943  0.4284
H  -4.637  4.509  1.252  0.4347
H  -3.223  4.452  -1.508  0.2822
H  -4.480  5.571  -1.069  0.4144
H  -4.851  3.858  -1.218  0.2333
H  -4.183  -0.859  1.713  0.5712
H  1.231  -4.161  1.471  0.4095
H  4.468  1.188  0.240  0.2971
H  4.958  -4.054  0.621  0.4659
H  3.373  -4.728  0.707  0.4398
H  4.963  -3.652  3.128  0.3308
H  4.587  -5.318  2.802  0.4037
H  3.295  -4.200  3.213  0.2641
H  6.169  -2.059  0.941  0.4746
H  5.941  -0.353  0.919  0.4955
H  5.831  -2.213  -1.520  0.3369
H  7.024  -0.969  -1.214  0.4113
H  5.351  -0.545  -1.585  0.2189
H  -3.987  -4.603  1.839  0.4065
H  -4.674  -3.068  1.419  0.4280
H  -3.786  -3.925  4.214  0.2982
H  -5.424  -3.583  3.713  0.4066
H  -4.238  -2.271  3.834  0.2866
H  -0.487  -5.635  1.297  0.4542
H  -2.125  -5.734  1.773  0.4135
H  0.268  -5.174  3.626  0.2075
H  -0.706  -6.642  3.587  0.4254
H  -1.381  -5.133  4.201  0.2561
H  -5.818  2.638  1.544  0.3506
H  -5.593  1.050  2.214  0.4050
H  -5.997  1.602  -0.786  0.2635
H  -7.078  0.765  0.320  0.4200
H  -5.541  0.044  -0.114  0.2069
C  -2.620  -1.591  -2.740  -1.3571
N  -1.501  -1.285  -3.627  0.1261
C  -1.395  -2.201  -4.791  -1.1647
C  -0.450  -0.556  -3.220  0.2426
S  -0.259  -0.208  -1.566  0.3539
N  0.425  -0.090  -4.109  0.2151
C  0.017  0.304  -5.454  -1.2133
C  1.703  0.442  -3.683  -1.4546
H  -3.437  -1.976  -3.348  0.4033
H  -2.965  -0.696  -2.215  0.4597
H  -2.352  -2.342  -2.006  0.4778
H  -1.631  -3.207  -4.440  0.4377
H  -0.402  -2.190  -5.221  0.3887
H  -2.111  -1.933  -5.575  0.3419
H  -1.075  0.279  -5.544  0.3734
H  0.454  -0.329  -6.211  0.3515
H  0.370  1.306  -5.624  0.4712
H  2.149  -0.178  -2.901  0.4231
H  1.540  1.444  -3.290  0.5518
H  2.371  0.474  -4.537  0.3990
S  0.505  0.901  4.455  -0.0805
C  0.343  0.602  2.982  -0.1988

* LUMO level (alpha / beta): -7.4740 / -7.3612 eV
* 2S+1: 2
* gap between HOMO and LUMO (alpha / beta): 4.44 / 4.57 eV
* net charge: +2

# C27H25N3O3PScSe

A structure of composition C27H25N3O3PScSe (the ωB97M-V functional and the def2-TZVPD basis, the Open Molecules 2025 dataset).

Each line ends with the natural charge from an NBO analysis.
CARTESIAN COORDINATES (ANGSTROEM)
Sc  -0.228  2.364  -0.779  1.5086
C  5.868  -0.242  -1.446  -0.2047
C  5.160  -1.318  -0.939  -0.1962
C  3.778  -1.248  -0.808  -0.2350
C  3.098  -0.093  -1.180  -0.2483
C  3.819  0.988  -1.692  -0.2145
C  5.194  0.912  -1.828  -0.2077
P  1.291  0.093  -1.063  0.8673
C  0.687  -1.539  -0.534  -0.3702
C  0.000  -2.394  -1.390  -0.1405
C  -0.418  -3.641  -0.947  -0.2308
C  -0.150  -4.044  0.352  -0.1997
C  0.519  -3.189  1.218  -0.2173
C  0.928  -1.940  0.781  -0.1930
C  0.744  0.388  -2.758  -0.3645
C  1.107  -0.353  -3.889  -0.2100
C  0.615  0.031  -5.119  -0.2105
C  -0.220  1.147  -5.217  -0.2206
C  -0.552  1.883  -4.093  -0.1337
C  -0.070  1.529  -2.821  -0.5158
H  6.944  -0.300  -1.547  0.2159
H  5.680  -2.220  -0.645  0.2149
H  3.235  -2.098  -0.418  0.2247
H  3.299  1.889  -1.996  0.2263
H  5.741  1.755  -2.230  0.2184
H  -0.211  -2.087  -2.407  0.2187
H  -0.951  -4.298  -1.622  0.2177
H  -0.472  -5.020  0.694  0.2170
H  0.717  -3.490  2.239  0.2203
H  1.425  -1.264  1.468  0.2440
H  1.769  -1.207  -3.801  0.2172
H  0.878  -0.527  -6.009  0.2140
H  -0.601  1.443  -6.187  0.2117
H  -1.191  2.751  -4.210  0.1993
C  -2.072  2.266  4.529  -0.6171
C  -2.226  0.763  4.343  -0.3764
C  -2.383  0.343  2.873  -0.2684
C  -2.527  -1.193  2.783  -0.3604
C  -2.775  -1.722  1.379  -0.6249
C  -3.674  0.938  2.334  0.7290
O  -4.735  0.827  2.895  -0.5673
N  -3.595  1.620  1.126  -0.6469
C  -2.430  1.825  0.452  0.7976
O  -2.431  2.439  -0.645  -0.6728
N  -1.242  1.419  0.913  -0.7736
C  -1.117  0.739  2.101  0.7248
O  -0.031  0.412  2.527  -0.5882
H  -1.958  2.512  5.584  0.2222
H  -2.948  2.805  4.162  0.2046
H  -1.190  2.643  4.007  0.2112
H  -3.104  0.403  4.881  0.2233
H  -1.351  0.242  4.733  0.2273
H  -3.350  -1.473  3.443  0.2206
H  -1.606  -1.615  3.190  0.2238
H  -3.711  -1.340  0.965  0.2043
H  -2.847  -2.809  1.393  0.2247
H  -1.961  -1.463  0.699  0.2115
H  -4.448  1.989  0.729  0.4360
Se  2.045  3.519  0.329  -0.0345
C  0.644  4.508  -0.225  0.0009
N  -0.410  4.743  -0.678  -0.4545

* LUMO level: 0.1089 eV
* 2S+1: 1
* gap between HOMO and LUMO: 8.89 eV
* net charge: 0

Energy relative to the best compared isomer or geometry (same formula, charge and spin) (computed, kJ/mol): 0.0 0.7
Total energy (computed, hartree): -2815.5152 -4937.5518